C29H22N2O5PbS | wB97M-V/def2-TZVPD

Last column: Löwdin charge in e.
Element x y z (Å)
Pb -1.956 -1.465 -1.723  1.491
O -3.534 0.916 -1.562  -0.387
S -2.343 1.711 -1.323  0.542
O -2.127 2.177 0.032  -0.297
N -1.157 0.796 -1.862  -0.263
C 0.174 1.078 -1.576  -0.261
C 0.712 2.313 -1.302  -0.001
C 2.095 2.473 -1.075  -0.058
C 2.950 1.411 -1.114  -0.047
C 2.433 0.119 -1.365  -0.168
C 3.237 -1.042 -1.358  -0.001
C 2.669 -2.271 -1.540  -0.030
C 1.280 -2.347 -1.734  -0.119
N 0.510 -1.284 -1.775  0.004
C 1.053 -0.049 -1.589  -0.168
C -2.436 3.145 -2.351  -0.289
C -2.486 2.979 -3.729  -0.054
C -2.561 4.099 -4.539  -0.069
C -2.584 5.368 -3.971  -0.075
C -2.536 5.521 -2.594  -0.068
C -2.460 4.403 -1.773  -0.060
H 0.073 3.183 -1.258  0.102
H 2.473 3.465 -0.866  0.109
H 4.011 1.534 -0.939  0.113
H 4.303 -0.943 -1.190  0.123
H 3.255 -3.179 -1.516  0.112
H 0.784 -3.307 -1.819  0.118
H -2.464 1.984 -4.154  0.117
H -2.599 3.985 -5.614  0.107
H -2.641 6.241 -4.608  0.105
H -2.556 6.509 -2.155  0.107
H -2.419 4.495 -0.696  0.114
O -1.796 -0.649 0.541  -0.168
C -1.313 -1.465 1.625  -0.300
C -0.822 -2.799 0.981  -0.597
O -0.133 -3.539 1.656  0.082
O -1.222 -3.014 -0.224  -0.240
C -2.447 -1.794 2.586  -0.152
C -2.178 -2.563 3.717  -0.020
C -3.194 -2.876 4.603  -0.070
C -4.490 -2.427 4.374  -0.092
C -4.760 -1.665 3.250  -0.077
C -3.742 -1.350 2.356  -0.014
C -0.176 -0.688 2.271  -0.125
C -0.428 0.197 3.311  -0.011
C 0.584 1.011 3.805  -0.071
C 1.856 0.947 3.261  -0.083
C 2.115 0.061 2.222  -0.067
C 1.107 -0.751 1.732  -0.006
H -1.925 0.279 0.813  0.086
H -1.171 -2.922 3.883  0.124
H -2.975 -3.477 5.476  0.103
H -5.283 -2.673 5.068  0.099
H -5.765 -1.312 3.060  0.102
H -3.969 -0.757 1.479  0.114
H -1.420 0.252 3.743  0.123
H 0.373 1.696 4.616  0.103
H 2.646 1.579 3.647  0.101
H 3.109 -0.001 1.797  0.102
H 1.324 -1.457 0.941  0.106

Output
- electronic energy (hartree) = -2195.1424
- total charge = 0
- orbital gap (eV) = 7.99
- HOMO level (hartree) = -0.30612
- LUMO (Ha) = -0.0126